The following is a quantum chemistry calculation of C21H17Cl4I2N4O4Ru as an isolated structure, from the Open Molecules 2025 dataset.

Values from the calculation:
charge: -2
HOMO energy (spin up / spin down): -0.061 / -2.344 eV
energy relative to the best compared isomer or geometry (same formula, charge and spin): 53.51 kJ/mol
LUMO level (spin up / spin down): 0.1361 / 0.1360 hartree
gap between HOMO and LUMO (spin up / spin down): 3.76 / 6.04 eV
2S+1: 6

Last column: natural (NBO) charge in e.
Positions of all 53 atoms, in Å:
Ru: 0.34 0.20 -0.30  1.372
I: -3.79 -0.28 -6.23  0.016
C: -2.62 0.48 -4.63  -0.134
C: -1.93 1.68 -4.87  -0.349
C: -1.07 2.15 -3.86  -0.284
I: 0.09 3.85 -4.23  0.054
C: -0.90 1.51 -2.63  0.412
O: -0.09 1.89 -1.72  -0.719
C: -1.81 0.34 -2.29  -0.298
C: -2.02 -1.68 -0.77  -0.242
N: -2.99 -0.99 0.07  -0.634
C: -2.72 -0.98 1.50  -0.237
C: -1.85 0.15 2.03  0.179
C: -1.95 0.43 3.36  -0.313
C: -1.20 1.46 3.98  -0.394
C: -0.49 2.30 3.08  -0.273
C: -0.44 1.99 1.75  -0.032
N: -1.02 0.86 1.18  -0.639
C: -2.57 -0.21 -3.47  -0.276
H: -2.01 2.21 -5.81  0.214
H: -1.43 -2.39 -0.18  0.194
H: -2.58 -2.29 -1.50  0.163
H: -3.91 -1.38 -0.09  0.353
H: -2.30 -1.95 1.83  0.159
H: -3.68 -0.87 2.00  0.191
H: -2.66 -0.16 3.95  0.184
H: -1.31 1.71 5.03  0.189
H: 0.02 3.19 3.42  0.200
H: 0.11 2.62 1.06  0.209
H: -3.10 -1.15 -3.35  0.198
Cl: 6.77 -1.06 -2.36  -0.017
C: 5.41 -0.52 -1.42  -0.109
C: 5.61 0.17 -0.24  -0.108
Cl: 7.22 0.51 0.32  -0.017
C: 4.51 0.59 0.51  -0.132
Cl: 4.72 1.45 2.00  -0.015
C: 3.20 0.34 0.09  0.271
O: 2.14 0.70 0.76  -0.787
C: 3.00 -0.37 -1.13  0.338
O: 1.77 -0.60 -1.50  -0.724
C: 4.11 -0.79 -1.86  -0.153
Cl: 3.83 -1.66 -3.33  -0.005
N: -0.18 -2.35 3.76  -0.863
C: 0.64 -1.82 2.76  0.785
N: 1.29 -0.68 3.10  -0.861
O: 0.78 -2.40 1.69  -0.678
H: -0.62 -1.65 4.34  0.378
H: -0.84 -3.00 3.36  0.377
H: 0.83 -0.07 3.76  0.389
H: 1.73 -0.18 2.32  0.440
C: -1.06 -0.75 -1.49  -0.424
H: -0.45 -1.34 -2.17  0.211
H: -2.54 0.76 -1.57  0.243

***

The following is a quantum chemistry calculation of C3H37O16Y as an isolated structure, from the Open Molecules 2025 dataset.

Values from the calculation:
charge: +2
HOMO energy: -15.208 eV
energy relative to the best compared isomer or geometry (same formula, charge and spin): 377.54 kJ/mol
LUMO level: -0.3373 hartree
gap between HOMO and LUMO: 6.03 eV

Last column: Löwdin charge in e.
Positions of all 57 atoms, in Å:
Y: 0.98 3.19 1.16  1.982
C: 0.75 -0.07 -1.80  -0.034
C: -0.18 0.20 -0.61  -0.536
C: 0.00 -0.85 0.45  -0.042
O: -0.17 1.49 -0.06  -0.330
H: 0.44 0.71 -2.51  0.076
H: 0.71 -1.08 -2.20  0.084
H: 1.78 0.22 -1.58  0.055
H: -1.17 0.02 -1.04  0.141
H: 0.91 -0.62 1.01  0.067
H: -0.03 -1.87 0.06  0.080
H: -0.81 -0.89 1.19  0.065
O: 2.65 -3.08 0.77  -0.055
H: 2.77 -2.17 1.05  -0.017
H: 2.17 -3.49 1.50  0.008
O: -3.09 2.34 0.35  -0.030
H: -2.19 2.02 0.39  -0.016
H: -3.56 1.67 -0.17  0.083
O: -2.61 0.17 3.04  -0.025
H: -3.20 -0.22 2.37  0.087
H: -3.21 0.52 3.71  0.093
O: -0.63 -0.84 -4.43  -0.040
H: 0.24 -0.79 -4.83  0.045
H: -0.47 -1.12 -3.53  -0.019
O: 0.78 3.47 -3.81  -0.044
H: 0.50 3.11 -4.65  0.060
H: 1.60 3.01 -3.61  0.026
O: -1.22 4.27 0.95  -0.080
H: -1.61 5.10 1.24  0.109
H: -1.97 3.76 0.59  0.041
O: -0.40 -1.11 3.83  -0.055
H: -0.69 -1.26 4.73  0.073
H: -1.13 -0.66 3.39  -0.033
O: 2.78 2.53 -0.25  -0.079
H: 3.34 3.11 -0.78  0.112
H: 3.32 1.74 -0.11  0.099
O: -2.21 2.75 -2.65  -0.035
H: -1.42 2.99 -3.14  0.006
H: -1.90 2.19 -1.95  -0.018
O: 3.98 -1.07 -3.08  -0.038
H: 3.53 -0.51 -2.45  -0.018
H: 3.93 -1.96 -2.70  0.047
O: -3.23 -3.39 0.32  -0.075
H: -4.06 -3.52 -0.14  0.039
H: -2.59 -3.20 -0.38  -0.026
O: 3.29 -0.03 2.24  -0.040
H: 3.42 -0.72 2.90  0.069
H: 3.17 0.77 2.75  0.018
O: 0.45 -3.57 2.63  -0.046
H: 0.35 -2.64 2.85  -0.013
H: -0.44 -3.87 2.40  0.054
O: -0.14 1.92 2.84  -0.094
H: -0.07 1.99 3.80  0.106
H: -0.74 1.17 2.69  0.040
O: -1.23 -3.73 -1.61  -0.036
H: -1.14 -4.68 -1.55  0.073
H: -0.32 -3.40 -1.58  0.033

***

Question: Which of these has the highest energy relative to the best compared isomer or geometry (same formula, charge and spin)?
Answer: C3H37O16Y